The following is a quantum chemistry calculation of C25H32ClF3N4O11Pt2S as an isolated structure in a non-equilibrium geometry, from OMol25.

Structure (XYZ):
```
79
Properties=species:S:1:pos:R:3:forces:R:3:mulliken_spin:R:1
Pt 1.75442 -2.97915 -2.79753 -0.48 0.77 0.95 1.154
Pt -0.65583 1.46346 2.41985 -0.54 -0.59 -0.26 1.272
Cl -3.33413 -1.36509 1.44850 -1.20 -1.47 -0.50 -0.003
S 4.85047 -1.33962 -3.07982 2.14 2.80 1.53 -0.005
F 7.38236 -2.22741 -3.30539 0.04 0.02 0.24 0.000
F 6.08812 -2.58867 -5.00098 0.26 -0.12 -0.05 0.000
F 5.88385 -3.80163 -3.23804 0.16 -0.26 0.38 -0.001
O 3.56503 -1.95652 -3.37674 -1.45 -1.46 -0.62 0.002
O -2.22630 -1.41110 -4.21920 -0.57 0.10 -0.51 0.000
O 0.88774 0.49539 1.21527 0.08 0.27 -0.99 0.341
O 5.12581 -1.14938 -1.66544 -0.34 -0.85 -0.77 0.003
O 2.32981 2.18460 -4.47245 -0.53 0.01 0.18 0.000
O 1.76437 -1.60703 -1.12817 -0.26 -0.89 -0.66 0.705
O -2.64113 -2.62669 1.49130 0.58 0.04 -0.48 0.003
O -4.68624 -1.59714 1.85682 -0.13 0.44 0.40 0.005
O -2.66424 -0.45461 2.33551 0.58 1.09 0.91 0.045
O 5.09455 -0.15056 -3.87859 -0.22 -1.35 0.07 0.003
O -3.35754 -0.78579 0.12704 0.52 -0.06 -0.32 0.000
N 0.13699 0.37771 4.12069 -0.04 -0.16 1.29 0.089
N -0.21902 -4.01794 -2.45827 0.75 -0.17 0.40 0.044
N 0.18387 3.46022 3.00785 0.43 0.91 -0.28 0.116
N -1.70478 2.32249 0.65596 1.07 -0.26 0.32 0.055
C 0.28635 -1.66780 5.42028 0.21 0.52 0.91 0.006
C 0.60909 -0.86673 -1.01783 -0.10 1.36 0.76 0.013
C 0.17460 -0.43272 0.41191 -0.15 -0.17 1.22 0.091
C 0.69607 5.49972 4.13727 0.51 0.89 0.24 0.014
C -0.06669 -0.94159 4.29893 0.09 -0.58 -0.94 0.005
C -2.26938 -5.79876 -1.78000 0.08 -0.17 -0.23 -0.002
C 1.22155 3.72296 2.21158 0.84 -0.21 -0.48 -0.017
C 2.05409 4.82872 2.31850 -0.67 0.88 0.13 0.009
C 1.24685 2.25124 -3.54923 0.70 0.96 0.26 0.005
C -0.88001 -4.73977 -3.37819 -0.28 1.11 -1.17 -0.023
C -1.53870 3.54388 -1.39656 -0.28 -0.42 0.85 0.004
C -0.09925 4.39059 3.94074 -0.01 -0.64 -0.09 -0.026
C 6.15712 -2.56863 -3.65715 -1.40 0.55 -0.79 0.001
C -0.60142 -4.20487 -1.18310 0.21 -0.38 0.53 -0.004
C 0.72254 0.98614 5.16703 0.58 0.52 0.46 0.010
C 0.86119 -0.99650 6.50019 -0.09 0.42 -0.39 -0.003
C -2.91746 3.47294 -1.51142 0.23 -0.43 -0.41 -0.003
C -2.86198 -1.69673 -2.98886 1.13 -0.25 1.27 -0.001
C -0.95673 2.95728 -0.26328 -0.74 0.52 -0.91 0.004
C -3.01562 2.14911 0.45745 -0.16 0.10 0.32 0.008
C 1.09981 0.36411 6.35022 -0.14 -0.79 -0.45 0.003
C -1.55354 -5.15142 -0.79452 -0.40 0.47 -0.32 0.004
C -3.66726 2.73980 -0.59964 0.11 0.39 -0.87 0.011
C -1.93068 -5.57575 -3.10427 -0.11 -0.51 0.51 0.003
C 1.76931 5.78450 3.29425 0.07 -1.50 -0.24 -0.006
H -2.11039 -2.29947 -2.47174 -0.30 -0.14 0.12 -0.001
H -0.12957 -3.57486 -0.44115 0.15 -0.10 0.01 0.011
H -0.98253 4.20819 4.53736 0.07 -0.04 0.16 0.008
H -2.46706 -6.09610 -3.88469 0.09 0.23 -0.19 0.000
H -0.26579 -1.32067 -1.49184 0.00 -0.19 -0.02 -0.001
H -2.84354 -0.94983 -4.79669 0.08 0.00 0.04 0.000
H -0.45911 -1.52234 3.47309 -0.32 0.45 -0.20 0.000
H -1.85589 -5.33909 0.22547 0.37 0.47 0.18 0.000
H -3.10177 -6.44838 -1.54260 0.10 -0.07 0.13 0.000
H 2.42804 6.63157 3.41467 -0.20 0.17 0.16 0.000
H 0.06311 -1.33514 1.02531 -0.10 -0.39 -0.26 0.016
H 0.55545 6.16685 4.97788 -0.53 -0.06 -0.04 0.001
H 1.63453 2.49885 -2.55634 0.31 -0.51 0.00 -0.002
H 0.99458 2.03303 5.12066 -0.37 0.09 -0.59 -0.004
H 2.84051 5.01022 1.60036 0.09 -0.30 0.00 0.000
H -4.71550 2.59663 -0.81675 -0.07 -0.13 0.42 0.000
H 1.43596 2.99051 1.44145 0.03 -0.21 0.17 0.006
H 0.81318 0.06708 -1.56510 0.09 0.04 -0.15 0.048
H -2.96754 -0.83176 -2.32471 -0.31 0.14 -0.38 0.000
H -3.34693 3.88027 -2.41811 -0.34 0.09 0.19 0.000
H 1.15241 -1.43695 7.44392 -0.09 -0.46 -0.17 0.000
H -0.99511 4.01228 -2.20312 0.42 0.02 0.29 0.000
H 0.09304 -2.72898 5.45426 -0.03 -0.02 -0.10 0.000
H 1.92067 2.39750 -5.31643 0.38 -0.16 -0.18 0.000
H -0.73733 -4.45970 -4.41603 0.63 -0.20 0.06 0.001
H -3.53272 1.50984 1.15799 0.06 0.10 0.09 -0.005
H -3.78269 -2.28464 -2.99178 -0.08 0.17 -0.52 0.000
H 0.67380 3.15884 -3.77253 -0.65 -0.43 -0.18 0.001
H 0.67754 1.32214 -3.50463 -0.26 0.16 -0.12 -0.001
H -0.84073 -0.03106 0.31166 -0.18 -0.32 -0.55 -0.013
H 1.63967 0.87687 7.13238 -0.17 0.38 -0.11 0.000
H 0.11364 3.00299 -0.14472 0.03 -0.21 0.30 0.004
```
Positions in Å, forces in eV/Å.

The calculated total energy is -92915.336 eV. As for the gap between HOMO and LUMO (alpha / beta): 7.66 / 6.61 eV. As for the net charge: 0. As for the LUMO energy (alpha / beta): -0.0189 / -0.0735 Eh. As for the multiplicity: 5.